No. 1
51
Properties=species:S:1:pos:R:3 method="wB97M-V/def2-TZVPD" smiles="CCCC[C@@H](CC)CO[C@@]1(c2ccccc2)OC(=O)c2ccccc21" e_above_lowest_kj_mol=5.6 charge=0 gap_ev=9.65
O 2.062 0.388 -1.802
O 0.647 -0.399 -0.136
O 2.802 2.156 -2.968
C 3.438 3.316 -0.118
C -1.701 0.026 0.017
C 2.400 -2.358 0.475
C -2.727 1.167 0.043
C 2.481 1.146 0.352
C 3.565 3.506 1.249
C 1.953 -0.041 -0.430
C -0.327 0.624 -0.299
C -2.722 -2.291 -0.371
C 2.609 1.330 1.712
C 2.887 2.122 -0.549
C -2.013 -1.092 -0.992
C 2.859 -1.241 -0.205
C 4.170 -1.197 -0.661
C 4.554 -3.389 0.236
C -4.112 0.795 0.591
C -6.482 0.077 0.113
C 3.155 2.529 2.148
C -5.134 0.454 -0.491
C 5.013 -2.272 -0.442
C 3.248 -3.429 0.693
C 2.606 1.622 -1.915
H -1.069 -1.443 -1.410
H -4.503 1.641 1.163
H 5.214 -4.226 0.406
H -0.102 1.459 0.382
H -4.017 -0.042 1.285
H -7.204 -0.145 -0.669
H 1.378 -2.380 0.818
H 3.265 2.705 3.208
H -0.307 1.001 -1.329
H 6.030 -2.236 -0.803
H 3.990 4.425 1.624
H -2.833 1.575 -0.965
H -3.678 -2.013 0.063
H -6.872 0.893 0.718
H 3.751 4.063 -0.830
H -1.634 -0.413 1.017
H -5.262 1.321 -1.145
H -2.900 -3.052 -1.128
H -2.312 1.963 0.668
H 2.885 -4.299 1.219
H -2.608 -0.688 -1.813
H -2.105 -2.727 0.411
H -6.384 -0.801 0.749
H 4.529 -0.329 -1.194
H 2.291 0.568 2.408
H -4.774 -0.371 -1.105

No. 2
61
Properties=species:S:1:pos:R:3 method="wB97M-V/def2-TZVPD" e_above_lowest_kj_mol=71.2 charge=0 gap_ev=8.00
Ca 0.849 0.976 0.762
Cl 6.158 -0.027 4.181
S -0.681 1.644 -1.499
S -1.196 -0.782 0.919
P -1.894 0.634 -0.303
O -2.671 1.659 0.673
O -3.049 0.052 -1.258
O 2.025 0.544 4.733
O 0.877 3.157 1.239
N 1.635 -0.423 -1.005
N 1.396 1.601 2.793
N 3.862 -0.174 0.966
C -5.019 1.940 1.041
C 1.662 1.534 4.143
C 1.577 -1.188 -1.856
C 1.087 2.851 2.426
C 5.522 -1.875 0.721
C -5.095 -1.083 -1.638
C 1.204 -2.697 -5.220
C 1.521 -2.146 -2.910
C 5.496 -0.515 2.665
C 6.070 -1.555 1.953
C 1.534 -4.017 -4.944
C 1.468 2.921 4.776
C 4.383 0.135 2.149
C -3.668 -1.244 -1.149
C 1.834 -3.478 -2.625
C 1.839 -4.408 -3.647
C 1.024 3.802 3.609
C -3.816 2.425 0.250
C -2.871 -2.245 -1.973
C -3.519 3.898 0.457
C 1.194 -1.754 -4.208
C 4.434 -1.149 0.265
H 3.889 0.915 2.715
H -3.990 2.245 -0.813
H 0.732 2.856 5.576
H 0.004 4.172 3.711
H -5.096 -0.656 -2.642
H 2.064 -3.765 -1.607
H -5.099 0.856 0.954
H 5.934 -2.675 0.121
H 0.934 -0.723 -4.404
H -3.394 -3.201 -2.025
H -3.417 4.128 1.518
H 0.955 -2.403 -6.230
H -5.592 -2.053 -1.658
H 4.006 -1.350 -0.710
H -2.723 -1.857 -2.982
H -5.657 -0.420 -0.979
H -4.918 2.198 2.095
H -3.668 -1.553 -0.101
H 2.410 3.239 5.222
H 1.671 4.661 3.433
H -2.593 4.167 -0.051
H -1.898 -2.402 -1.508
H -4.334 4.494 0.043
H 2.080 -5.441 -3.435
H 6.916 -2.090 2.361
H 1.552 -4.745 -5.744
H -5.935 2.390 0.653

No. 3
55
Properties=species:S:1:pos:R:3 method="wB97M-V/def2-TZVPD" spin_multiplicity=4 charge=-2 gap_ev="1.58 / 4.83"
Re 0.035 -0.715 -0.918
Cl 1.570 -2.325 -0.145
Cl 1.826 0.657 -0.122
O -1.078 0.685 -0.259
O -1.169 -1.948 0.065
N -0.283 0.740 2.221
C -2.453 -2.185 -2.816
C 1.098 -1.925 4.438
C -1.219 -1.348 -2.775
C 0.104 2.931 1.334
C 0.495 -3.295 -2.919
C 1.233 3.800 3.694
C 0.187 2.002 2.423
C 1.279 4.613 2.553
C -0.158 -0.353 3.042
C 0.130 -1.853 -2.770
C 0.801 2.476 3.610
C 0.775 4.133 1.338
C 0.205 0.478 -2.855
C -2.349 0.979 -2.933
C -1.336 -1.089 3.360
C 1.026 -0.712 -2.828
C 0.675 1.878 -3.052
C -1.311 -2.133 4.270
C -1.169 0.074 -2.853
C 2.495 -0.756 -3.081
C -0.095 -2.549 4.829
C 1.071 -0.845 3.555
H 1.563 4.197 4.659
H -2.263 -0.767 2.886
H -3.223 0.505 -2.476
H -0.205 -3.913 -2.342
H -0.424 2.613 0.439
H 1.683 5.626 2.604
H -2.154 1.925 -2.416
H 1.512 -3.489 -2.555
H -2.244 -2.637 4.532
H 1.655 2.040 -2.592
H 2.876 -1.768 -2.916
H 1.992 -0.376 3.212
H -2.608 1.218 -3.976
H -0.874 0.694 0.747
H 0.932 1.787 4.448
H -1.993 -1.479 0.291
H 2.716 -0.449 -4.114
H -0.048 2.572 -2.609
H 2.054 -2.290 4.811
H 0.428 -3.591 -3.978
H 0.745 2.115 -4.125
H -2.740 -2.416 -3.851
H -2.290 -3.129 -2.284
H 3.015 -0.070 -2.404
H -0.080 -3.374 5.545
H 0.878 4.692 0.413
H -3.288 -1.649 -2.351

No. 4
101
Properties=species:S:1:pos:R:3 method="wB97M-V/def2-TZVPD" charge=+1 gap_ev=7.85
I -3.090 -3.479 -0.031
I 2.479 -2.196 1.147
Cl 1.002 -3.297 4.577
Cl -1.444 2.907 0.181
Cl 2.936 -1.695 8.512
Cl 1.862 0.388 6.787
Cl -10.468 5.849 0.849
Cl 2.829 2.616 -10.039
Cl -5.297 -5.594 3.871
Cl 0.537 3.748 2.128
Cl -0.746 -2.770 -2.178
Cl -6.726 6.015 -2.245
Cl 5.395 0.337 -1.319
Cl -9.670 1.933 0.774
Cl -4.405 4.373 -1.611
Cl 7.771 0.332 -9.278
Cl -2.397 -5.711 4.075
Cl -4.237 0.834 -0.098
Cl 7.099 -1.447 -2.847
Cl 4.267 -8.893 1.481
Cl 6.938 2.078 -7.119
Cl -7.464 3.807 0.964
Cl 3.861 0.018 -10.836
Cl -4.548 4.425 2.175
Cl 7.970 3.370 -1.474
Cl 5.306 -6.454 0.275
Cl 8.986 1.770 -3.675
Cl 5.668 0.711 -4.178
Cl 10.809 2.787 -1.653
Cl -3.787 -3.169 4.425
Cl -3.182 4.326 4.737
Cl -2.912 0.029 -2.546
Cl -8.156 2.619 -1.607
Cl 9.745 1.380 -7.416
Cl 4.030 0.860 -8.061
Cl -13.218 5.825 1.788
Cl -5.515 -1.084 -1.876
Cl -3.075 2.051 2.955
Cl 2.835 -5.451 5.241
Cl 0.090 -1.096 8.553
Cl 0.987 -5.741 3.019
Cl 3.165 5.218 0.580
Cl -5.030 6.691 0.016
Cl 2.512 -7.153 -0.037
Cl -1.172 5.717 0.844
Cl 4.073 2.521 1.168
Cl 2.358 3.006 -1.126
Cl -11.156 4.453 3.307
P 2.280 -3.280 -1.989
O 2.519 -1.688 -2.208
O 3.739 -3.617 -1.365
N 0.768 -4.418 0.089
C -0.568 0.063 1.623
C -4.066 3.403 3.522
C -3.799 -4.725 3.601
C -0.406 -4.416 0.607
C -1.087 -2.491 2.005
C -0.321 4.190 0.649
C -5.084 6.005 -1.608
C -11.528 5.827 2.272
C 4.057 1.387 -9.743
C -8.769 3.201 -0.054
C 1.215 -3.095 -0.361
C 5.628 -0.469 -2.871
C -1.520 -1.025 2.145
C -4.475 0.335 -1.769
C 1.548 -1.165 7.565
C -0.144 -2.379 -0.491
C 9.186 2.188 -1.976
C 3.640 3.668 -0.101
C -1.057 -3.075 0.563
C 8.083 0.833 -7.613
C 1.244 -5.044 4.635
C 3.937 -7.235 1.052
H -0.773 0.331 0.581
H 0.498 -5.467 5.297
H 0.410 4.306 -0.140
H 5.029 1.829 -9.932
H 3.787 -4.402 -0.802
H 4.788 -1.129 -3.038
H -0.140 -1.295 -0.522
H 1.383 -1.893 6.783
H 1.726 -1.165 -2.035
H -11.333 6.733 2.831
H -4.961 3.004 3.980
H -0.735 0.985 2.188
H -4.471 6.622 -2.252
H -0.133 -2.683 2.511
H -9.454 4.019 -0.255
H -0.867 -5.294 1.054
H -1.636 -0.869 3.226
H -2.520 -0.883 1.716
H 7.934 -0.028 -6.973
H -3.681 -4.529 2.544
H -4.957 1.147 -2.300
H 9.035 1.289 -1.391
H -1.835 -3.079 2.549
H 0.482 -0.200 1.761
H 3.688 -6.679 1.949
H 4.513 3.820 -0.724
H 1.386 -5.230 0.038

No. 5
82
Properties=species:S:1:pos:R:3 method="wB97M-V/def2-TZVPD" e_above_lowest_kj_mol=221.9 charge=+2 gap_ev=5.52
W -0.090 0.557 -0.366
Te -2.208 2.873 -0.780
Se 1.747 3.161 -1.702
Cl 0.928 -3.758 -5.493
Cl 0.370 -3.112 -0.247
Cl 0.759 -4.896 -2.610
Cl 0.516 -0.710 -5.977
Cl -0.061 1.141 -3.618
S -2.736 -1.462 -0.482
S 0.806 -0.421 3.053
S 2.713 -1.153 1.286
F 5.031 -0.154 0.556
F 0.422 -2.230 4.935
F 4.670 -0.023 2.681
F 3.617 1.295 1.330
F -1.687 4.669 -1.175
F -1.299 -1.013 4.441
F -1.617 3.825 1.056
F -2.361 2.929 -2.694
F -1.957 0.673 -1.543
F -0.632 -2.555 3.066
F -1.569 1.321 0.917
O 1.025 0.730 3.873
O 1.803 -0.395 0.386
O -0.430 2.351 -0.913
O 3.290 -2.340 0.787
O -0.012 -0.147 1.865
O -1.382 -0.971 0.124
N 0.801 2.379 1.361
N 1.756 1.298 -1.334
N 3.269 3.062 -2.523
N 2.070 -1.273 2.703
N -0.199 4.385 3.040
C 3.696 1.815 -2.591
C -2.916 -3.124 0.233
C 5.253 0.126 -3.269
C 4.424 -0.854 -2.683
C 0.222 -0.522 -3.312
C 3.242 -0.532 -2.061
C 4.909 1.446 -3.211
C 1.094 4.612 2.318
C -3.808 -0.651 1.979
C -2.761 -4.176 -0.869
C -3.997 -0.572 0.471
C 0.205 -0.958 -1.969
C 0.457 -1.351 -4.400
C 0.578 -3.222 -2.885
C -0.243 -1.655 3.968
C 0.381 -2.358 -1.811
C -4.864 0.189 2.695
C 2.845 0.816 -1.965
C 1.774 3.286 1.989
C -3.857 -4.072 -1.931
C 4.128 0.062 1.489
C 0.639 -2.714 -4.182
H -4.743 0.107 3.774
H -3.910 -3.191 0.677
H 0.848 5.148 1.402
H -3.738 -4.850 -2.683
H 1.758 5.232 2.917
H 0.220 2.006 2.102
H -2.155 -3.215 1.007
H -0.097 3.674 3.766
H -3.886 -1.685 2.319
H -4.784 1.242 2.419
H 2.602 3.500 1.313
H -4.843 -4.197 -1.479
H -3.951 0.459 0.125
H -0.915 4.078 2.335
H 5.537 2.220 -3.630
H -2.808 -5.160 -0.401
H 0.210 2.977 0.801
H 6.155 -0.166 -3.789
H -3.830 -3.108 -2.442
H -2.811 -0.292 2.232
H 2.627 -1.318 -1.660
H 4.716 -1.895 -2.730
H -0.536 5.245 3.474
H -5.869 -0.152 2.444
H 2.175 2.803 2.880
H -4.949 -1.000 0.147
H -1.776 -4.086 -1.331

No. 6
59
Properties=species:S:1:pos:R:3 method="wB97M-V/def2-TZVPD" smiles="O=S(=O)(c1ccc(Oc2ccc(Cl)cc2)c(S(=O)(=O)N2CCCCC2)c1)N1CCCCC1" e_above_lowest_kj_mol=0.2 charge=0 gap_ev=9.15
Cl -5.824 5.383 -1.444
S 3.483 0.365 -1.550
S -1.417 -1.544 0.116
O -2.372 -2.194 -0.731
O 3.863 -1.012 -1.452
O -2.412 0.618 -1.394
O 3.991 1.164 -2.625
O -1.891 -0.766 1.224
N 3.939 1.098 -0.142
N -0.249 -2.603 0.663
C 1.047 1.485 -2.244
C 2.526 2.955 0.663
C 1.688 0.439 -1.607
C 3.813 2.532 -0.048
C -3.544 4.074 -0.849
C -5.246 2.805 -1.990
C -1.067 0.635 -1.483
C -2.719 2.964 -0.841
C 2.447 2.275 2.029
C -1.020 -5.207 1.651
C -3.151 1.775 -1.420
C -1.071 -4.878 0.161
C 3.792 0.380 1.101
C -4.800 3.993 -1.429
C -0.063 -3.778 -0.167
C -0.234 -2.876 2.085
C -0.332 1.587 -2.194
C -0.404 -0.431 -0.874
C -1.262 -3.939 2.467
C 2.515 0.759 1.856
C 0.968 -0.532 -0.935
C -4.421 1.698 -1.984
H 1.661 2.665 0.063
H -1.772 -5.960 1.894
H 2.518 4.040 0.776
H -0.850 -5.764 -0.436
H 3.859 2.916 -1.067
H -4.744 0.759 -2.404
H 0.960 -4.136 -0.011
H 1.641 2.206 -2.784
H 1.636 0.417 1.306
H -6.230 2.749 -2.427
H -0.172 -3.458 -1.204
H -1.751 3.014 -0.368
H -0.842 2.392 -2.701
H 1.520 2.552 2.534
H 4.679 2.912 0.507
H 2.517 0.267 2.829
H 4.665 0.609 1.725
H -3.215 4.997 -0.400
H 1.482 -1.355 -0.468
H -0.449 -1.933 2.587
H -2.258 -3.547 2.251
H 0.776 -3.206 2.350
H 3.813 -0.681 0.851
H -1.195 -4.149 3.536
H 3.283 2.610 2.647
H -2.067 -4.519 -0.104
H -0.038 -5.618 1.902

No. 7
70
Properties=species:S:1:pos:R:3 method="wB97M-V/def2-TZVPD" e_above_lowest_kj_mol=49.7 spin_multiplicity=2 charge=+2 gap_ev="7.94 / 5.36"
Co -0.336 0.114 0.431
S -0.741 2.261 0.069
P 1.310 0.528 -2.787
F 2.057 1.401 -1.680
F 0.412 -0.437 -3.661
F 2.229 0.992 -3.956
F 0.282 -0.053 -1.407
F 2.259 -0.733 -2.403
F 0.243 1.710 -2.989
O -1.992 -0.436 -0.323
O 0.530 2.260 2.617
N -1.712 3.389 -2.109
N 0.299 -3.908 0.734
N -2.361 1.239 -1.907
N -0.367 -3.606 1.867
N 0.035 -1.793 0.640
N 2.978 -0.827 0.213
N -1.215 -0.108 2.136
N 3.532 0.678 1.901
N -2.563 -0.752 4.462
N 1.380 0.579 1.269
C 2.645 0.123 1.082
C -4.399 -3.085 -2.372
C 0.380 4.672 -2.241
C 4.955 0.371 1.964
C -1.054 4.609 -1.680
C -2.531 -0.011 -1.377
C -3.561 -2.230 -1.688
C -0.511 -2.314 1.771
C -4.160 -0.437 -3.204
C -1.213 -1.367 2.622
C -1.881 -1.674 3.791
C -5.001 -1.297 -3.883
C 1.445 1.568 2.254
C -3.433 -0.898 -2.100
C -1.912 0.812 2.790
C -2.588 0.472 3.963
C 0.533 -2.824 -0.008
C -2.363 3.419 -3.410
C -3.867 3.694 -3.237
C -5.120 -2.618 -3.469
C -1.675 2.173 -1.342
C 2.867 1.626 2.768
H 5.141 -0.559 2.501
H 5.382 0.318 0.962
H 3.271 2.633 2.661
H -5.778 -3.291 -4.004
H 0.383 4.638 -3.329
H -2.189 2.463 -3.897
H -1.050 4.655 -0.594
H 0.812 5.618 -1.919
H 2.459 -0.898 -0.656
H 5.457 1.182 2.485
H -5.563 -0.944 -4.737
H -1.891 4.223 -3.971
H -4.346 2.882 -2.695
H -4.057 0.590 -3.521
H 1.025 -2.815 -0.968
H 2.906 1.337 3.820
H -4.040 4.635 -2.716
H -4.499 -4.115 -2.059
H -1.924 1.814 2.400
H -4.305 3.769 -4.231
H -1.655 5.430 -2.074
H -1.867 -2.686 4.177
H 0.974 3.847 -1.857
H 0.552 -4.867 0.540
H -3.153 1.226 4.495
H 3.960 -1.034 0.115
H -3.001 -2.581 -0.832

Number 1: total energy -29379.2448 eV. Number 2: total energy -97840.0873 eV. Number 3: total energy -56011.6141 eV. Number 4: total energy -630352.5162 eV. Number 5: total energy -242447.0166 eV. Number 6: total energy -70662.3394 eV. Number 7: total energy -116297.8357 eV.